Entry 1:
This record from OMol25 describes a molecular structure, C51H52BrN8O2PW at a distorted geometry. The level of theory is ωB97M-V/def2-TZVPD.

**Electronic energy**: -5545.14127 hartree
**Highest occupied orbital energy (spin up / spin down)**: -12.29 / -12.77 eV
**Expectation value of S²**: 2.020
**Strongest force on any atom**: 2.33 eV/Å
**Relative energy (zero: lowest compared OMol25 entry of this formula, charge and spin)**: 14.80 kcal per mole
**Frontier orbital gap (spin up / spin down)**: 6.812 / 7.059 eV

Structure (ORCA input):
```
! wB97M-V def2-TZVPD RIJCOSX def2/J DEFGRID3
* xyz 2 3
W 0.2442 0.1176 0.8065
Br -6.3860 3.3145 1.6099
C -4.8065 2.3111 1.8029
C -4.7240 1.1472 2.6385
C -3.5027 0.5378 2.7354
C -2.3250 1.0437 2.1094
O -1.1921 0.4717 2.3209
C -2.4632 2.1493 1.2656
C -1.3473 2.7366 0.5932
N -0.1599 2.2399 0.4642
C 0.8819 3.2028 0.4057
C 0.9174 4.4272 -0.1506
C 1.9726 5.2770 0.0790
C 3.0102 4.9163 0.8888
C 3.0287 3.6575 1.4671
C 4.0638 3.1863 2.2956
C 3.9469 1.9603 2.8686
C 2.8175 1.1231 2.5695
N 1.8917 1.5262 1.7475
C 1.9710 2.8020 1.2270
C -3.7224 2.7814 1.1809
H -5.6199 0.8875 3.2113
H -3.3947 -0.3323 3.4228
H -1.4725 3.7597 0.2306
H 0.1183 4.8000 -0.8069
H 2.0445 6.2339 -0.4539
H 3.8034 5.6147 1.1408
H 4.9397 3.7752 2.5137
H 4.7212 1.5671 3.4720
H 2.7781 0.1083 2.9328
H -3.8052 3.6921 0.6067
C -4.2994 -0.8059 -0.2126
N -3.6621 0.0333 -1.2471
C -4.4381 0.2248 -2.4666
C -2.3802 0.4776 -1.1739
N -1.3568 -0.2124 -0.6435
C -1.5087 -1.6255 -0.7456
C -2.0662 -2.2535 -1.8915
C -2.0237 -3.6385 -2.0037
C -1.3244 -4.3867 -1.0556
C -0.7582 -3.7461 0.0420
C -0.9727 -2.3896 0.2521
N -0.6948 -1.7039 1.4563
C -1.0321 -2.2849 2.6273
N -2.0121 -3.2468 2.6141
C -3.2597 -3.2001 1.8732
C -1.7576 -4.5230 3.1548
N -0.4833 -2.0263 3.8224
C 0.6724 -1.1770 4.0846
C -1.1630 -2.3364 5.0756
N -2.1428 1.6465 -1.7981
C -0.8567 1.7983 -2.4966
C -3.0791 2.6969 -2.0114
H -4.6833 -1.7239 -0.6713
H -5.1251 -0.2452 0.1942
H -3.6086 -0.9968 0.5590
H -4.6441 -0.7867 -2.8501
H -3.9202 0.7804 -3.3021
H -5.4353 0.6838 -2.2407
H -2.3696 -1.6342 -2.7360
H -2.4813 -4.1613 -2.8379
H -1.2113 -5.4635 -1.1152
H -0.2438 -4.3391 0.8069
H -3.7867 -2.2664 1.9430
H -3.9504 -3.8973 2.3858
H -3.2241 -3.4443 0.7934
H -0.8319 -4.4516 3.6987
H -1.6896 -5.2693 2.3736
H -2.5271 -4.8398 3.9253
H 1.5376 -1.7788 4.2630
H 0.4610 -0.5739 4.9245
H 0.7401 -0.5689 3.1840
H -2.1999 -2.5315 4.8485
H -1.1137 -1.5394 5.8046
H -0.7716 -3.2710 5.5624
H -1.1032 2.0634 -3.5271
H -0.3084 0.8407 -2.4914
H -0.1845 2.5209 -2.0385
H -3.9907 2.5495 -1.4561
H -3.3052 2.8131 -3.0758
H -2.6780 3.6765 -1.6771
O 1.8025 -2.3903 1.7136
C 1.9638 -1.3718 1.0800
C 3.3655 -1.0485 0.6729
C 4.4651 -1.5951 1.3266
C 5.7455 -1.1720 0.9448
C 5.9007 -0.2496 -0.0435
C 4.8083 0.3010 -0.7229
C 3.5250 -0.1187 -0.3793
P 1.9586 0.0734 -1.2235
C 2.2573 1.4768 -2.4128
C 1.8830 1.2930 -3.7211
C 1.9057 2.3053 -4.6599
C 2.4384 3.5648 -4.2993
C 3.0033 3.7116 -3.0428
C 2.9072 2.6919 -2.1000
C 1.9749 -1.4159 -2.2668
C 3.1219 -2.2520 -2.3213
C 3.0864 -3.3708 -3.1352
C 2.0251 -3.6173 -3.9985
C 0.9100 -2.8167 -3.9298
C 0.9028 -1.6788 -3.0912
H 4.3443 -2.3495 2.1168
H 6.6298 -1.5744 1.4341
H 6.8707 0.1317 -0.2730
H 4.8943 0.9262 -1.5592
H 1.4921 0.3516 -4.1290
H 1.5637 2.2002 -5.6656
H 2.4338 4.4135 -5.0210
H 3.4457 4.6466 -2.7936
H 3.3528 2.8828 -1.1095
H 3.9557 -2.0340 -1.6597
H 3.9769 -3.9672 -3.1587
H 2.0587 -4.4196 -4.6891
H 0.0313 -2.9743 -4.5472
H 0.0175 -1.0559 -3.0348
*
```



Entry 2:
This record from OMol25 describes a molecular structure, C51H52KN8OS3Si2 at a distorted geometry. The level of theory is ωB97M-V/def2-TZVPD.

**Electronic energy**: -4861.13337 hartree
**Highest occupied orbital energy**: -2.76 eV
**Strongest force on any atom**: 2.76 eV/Å
**Relative energy (zero: lowest compared OMol25 entry of this formula, charge and spin)**: 47.05 kcal per mole
**Frontier orbital gap**: 4.221 eV

Structure (ORCA input):
```
! wB97M-V def2-TZVPD RIJCOSX def2/J DEFGRID3
* xyz -1 1
K 0.5029 0.4233 1.4718
N -1.4566 1.3558 0.6238
S -2.7451 0.7837 0.3170
N -2.9470 -0.8768 0.1396
S -2.2262 -1.6066 -1.0112
N -1.0998 -0.9325 -1.7753
S 0.5801 -0.7551 -1.6588
N 1.2086 0.1792 -0.7614
C 0.7819 -0.3996 -3.4166
C 1.8244 -0.9595 -4.1388
C 2.0087 -0.5886 -5.4658
C 1.1631 0.3407 -6.0549
C 0.1367 0.9177 -5.3137
C -0.0550 0.5524 -3.9904
C 1.1468 -2.4510 -1.5388
C 2.0093 -2.6938 -0.4844
C 2.5135 -3.9766 -0.3133
C 2.1645 -4.9824 -1.2049
C 1.3004 -4.7220 -2.2669
C 0.7760 -3.4501 -2.4332
C -3.4179 -1.9621 -2.2810
C -4.6907 -2.3447 -1.8999
C -5.6191 -2.6616 -2.8776
C -5.2643 -2.5996 -4.2186
C -3.9835 -2.2201 -4.5844
C -3.0454 -1.9005 -3.6087
C -1.9139 -3.1964 -0.2928
C -1.3541 -3.2025 0.9766
C -1.1038 -4.4204 1.5889
C -1.4428 -5.6031 0.9471
C -2.0168 -5.5791 -0.3181
C -2.2509 -4.3704 -0.9546
C -4.0131 0.9850 1.5604
C -3.9418 0.1675 2.6830
C -4.7852 0.4152 3.7532
C -5.6845 1.4754 3.6992
C -5.7354 2.2937 2.5780
C -4.8916 2.0549 1.5021
C -3.5351 1.4243 -1.1672
C -2.7994 2.3743 -1.8535
C -3.3034 2.8800 -3.0461
C -4.5278 2.4311 -3.5298
C -5.2607 1.4795 -2.8256
C -4.7630 0.9700 -1.6345
H 2.4945 -1.6697 -3.6694
H 2.8203 -1.0243 -6.0352
H 1.3109 0.6259 -7.0902
H -0.5131 1.6574 -5.7665
H -0.8472 0.9958 -3.3956
H 2.2615 -1.8849 0.1964
H 3.1790 -4.1795 0.5167
H 2.5644 -5.9822 -1.0720
H 1.0329 -5.5130 -2.9585
H 0.0961 -3.2297 -3.2509
H -4.9434 -2.3817 -0.8439
H -6.6206 -2.9599 -2.5955
H -5.9934 -2.8428 -4.9817
H -3.7080 -2.1730 -5.6303
H -2.0415 -1.5751 -3.8641
H -1.0790 -2.2761 1.4716
H -0.6385 -4.4342 2.5669
H -1.2518 -6.5515 1.4342
H -2.2755 -6.5037 -0.8195
H -2.6861 -4.3494 -1.9458
H -3.2199 -0.6433 2.7163
H -4.7280 -0.2103 4.6352
H -6.3347 1.6743 4.5423
H -6.4231 3.1295 2.5457
H -4.9128 2.7037 0.6329
H -1.8406 2.6845 -1.4380
H -2.7416 3.6257 -3.5958
H -4.9182 2.8282 -4.4606
H -6.2150 1.1340 -3.2061
H -5.3172 0.2304 -1.0667
C 5.2720 4.5183 0.1332
Si 3.8584 3.2455 0.1679
C 4.3815 1.9701 -1.1216
C 2.3488 4.1597 -0.5003
C 3.5849 2.6356 1.8365
C 2.5990 3.3511 2.6613
C 3.0052 4.1924 3.7358
C 2.0851 4.8820 4.4972
C 0.7273 4.7470 4.2188
C 0.3821 3.9017 3.1827
N 1.2596 3.2274 2.4284
Si 4.5339 1.3437 2.6431
C 4.8660 -0.1239 1.4870
C 3.5644 0.6933 4.1327
C 6.2403 1.8136 3.3314
H 5.4918 4.9033 -0.8775
H 6.1890 4.0608 0.5304
H 5.0236 5.3723 0.7779
H 4.3958 2.4113 -2.1305
H 3.6816 1.1322 -1.1194
H 5.3891 1.5832 -0.9077
H 2.5862 4.7233 -1.4129
H 1.9602 4.8607 0.2488
H 1.5488 3.4399 -0.7241
H 4.0672 4.2953 3.9204
H 2.4149 5.5349 5.3002
H -0.0279 5.2733 4.7897
H -0.6692 3.7381 2.9386
H 4.0665 -0.1890 0.7387
H 4.8984 -1.0696 2.0472
H 5.8205 -0.0157 0.9543
H 2.5644 0.3667 3.8249
H 3.4307 1.4834 4.8818
H 4.0644 -0.1553 4.6191
H 6.8672 2.2329 2.5314
H 6.7712 0.9479 3.7607
H 6.1479 2.5770 4.1160
O 0.7533 -1.6477 2.3395
N 1.5813 -2.4601 2.8289
C 1.5415 -2.6238 4.1303
C 0.5728 -1.9662 4.9722
N -0.2295 -1.4614 5.6262
C 2.4627 -3.5547 4.7296
N 3.1732 -4.3040 5.2397
*
```